No. 1
# C30H30N4O3PV

A molecular structure, C30H30N4O3PV in a non-equilibrium geometry (ωB97M-V/def2-TZVPD, the Open Molecules 2025 dataset).

Each line ends with the Mulliken charge.
Element x y z (Å)
V  1.1375  -0.7181  0.2571  0.256
N  -0.9524  -2.2692  -1.2997  0.228
P  -0.1939  -0.8115  -1.7665  0.677
C  0.2278  -1.0334  -3.4832  0.858
C  0.5702  -2.3045  -3.9560  -0.351
C  0.8675  -2.4730  -5.2975  -0.820
C  0.8462  -1.3794  -6.1544  -0.561
C  0.5281  -0.1127  -5.6786  -0.728
C  0.2202  0.0701  -4.3412  -0.762
C  -1.4237  0.5027  -1.7084  0.571
C  -2.7038  0.2632  -2.2141  -0.538
C  -3.6189  1.3020  -2.2905  -0.911
C  -3.2507  2.5855  -1.8987  -0.559
C  -1.9730  2.8311  -1.4119  -0.740
C  -1.0612  1.7886  -1.3060  0.059
C  -0.3251  -3.1538  -0.4479  0.327
C  -0.7411  -4.4744  -0.3469  -1.074
C  -0.0540  -5.3318  0.4788  -0.252
C  1.0490  -4.8700  1.2103  -0.914
C  1.4058  -3.5672  1.0902  -0.285
N  0.7279  -2.6843  0.2793  0.457
H  -1.6071  -2.6976  -1.9441  0.415
H  0.6048  -3.1609  -3.2926  0.351
H  1.1180  -3.4550  -5.6753  0.443
H  1.0783  -1.5159  -7.2028  0.430
H  0.5094  0.7322  -6.3537  0.442
H  -0.0471  1.0552  -3.9796  0.380
H  -2.9885  -0.7210  -2.5694  0.391
H  -4.6117  1.1161  -2.6798  0.470
H  -3.9602  3.3990  -1.9870  0.479
H  -1.6845  3.8350  -1.1288  0.522
H  -0.0679  1.9887  -0.9218  0.278
H  -1.5871  -4.8136  -0.9300  0.481
H  -0.3617  -6.3670  0.5532  0.476
H  1.6111  -5.5248  1.8595  0.476
H  2.2365  -3.1614  1.6448  0.562
C  3.6901  -0.5185  3.8438  -1.742
C  3.1075  -0.1388  2.5285  1.319
O  2.2503  -0.9223  2.0368  -0.285
C  3.5488  1.0863  1.8546  0.323
C  4.4992  1.9327  2.4288  -0.745
C  4.9333  3.0621  1.7549  -1.021
C  4.4352  3.3510  0.4914  -0.534
C  3.4861  2.5257  -0.1058  -0.842
C  3.0595  1.4355  0.5938  0.721
O  2.0712  0.6060  0.0784  0.291
H  3.2676  -1.4594  4.1819  0.333
H  3.4875  0.2579  4.5858  0.459
H  4.7753  -0.6133  3.7619  0.468
H  4.9069  1.7089  3.4048  0.474
H  5.6682  3.7111  2.2105  0.447
H  4.7846  4.2256  -0.0416  0.473
H  3.0910  2.7350  -1.0909  0.547
N  -0.3675  -0.1519  1.1690  -0.274
C  -1.3301  0.1769  1.7578  0.734
N  -2.3879  0.5107  2.3618  -0.067
C  -2.4372  0.8346  3.8245  -0.572
C  -2.8278  2.2979  3.9552  -0.497
O  -4.0324  2.5573  3.2682  -0.368
C  -3.9297  2.3278  1.8805  -0.534
C  -3.6352  0.8649  1.6061  -0.184
H  -1.4719  0.6239  4.2792  0.403
H  -3.1991  0.1935  4.2638  0.313
H  -2.0207  2.9393  3.5784  0.304
H  -2.9987  2.5267  5.0043  0.378
H  -3.1444  2.9540  1.4390  0.387
H  -4.8869  2.5903  1.4369  0.383
H  -3.4885  0.6639  0.5465  0.109
H  -4.4291  0.2356  2.0045  0.262

## Properties
Net charge: +3
Gap between HOMO and LUMO (alpha / beta), eV: 6.320 / 6.743
Highest occupied orbital energy (alpha / beta), eV: -17.06 / -17.06
Multiplicity: 2
Largest force on an atom, eV/A: 2.7

---

No. 2
# C30H30N5O2SbSr

A molecular structure, C30H30N5O2SbSr in a non-equilibrium geometry (ωB97M-V/def2-TZVPD, the Open Molecules 2025 dataset).

Each line ends with the Mulliken charge.
Element x y z (Å)
Sr  0.5969  -0.8413  1.0231  1.736
C  -3.1267  -1.4876  0.2361  -1.136
C  -2.1512  -2.6453  0.2199  0.408
C  -2.4530  -3.8837  -0.3372  -0.674
C  -1.4773  -4.8580  -0.3970  -0.559
C  -0.2139  -4.6122  0.1359  -0.982
C  0.0256  -3.3859  0.7383  0.967
N  -0.9368  -2.4363  0.7714  -0.400
Sb  1.8814  -3.2740  1.9189  0.863
C  1.1602  -1.8675  3.4340  0.364
C  1.4461  -2.3958  4.6914  -0.725
C  1.0848  -1.6702  5.8199  -0.666
C  0.4670  -0.4501  5.6662  -0.629
C  0.2091  0.0433  4.3909  0.515
C  -0.4425  1.3837  4.2075  -1.304
N  0.5451  -0.6686  3.2803  -0.161
C  3.0085  -1.8168  0.7192  0.917
C  4.1382  -2.3235  0.0982  -0.911
C  5.0632  -1.4267  -0.4381  -0.524
C  4.8292  -0.0670  -0.3658  -0.638
C  3.6443  0.3930  0.2008  0.301
C  3.2480  1.8565  0.2111  -1.125
N  2.7813  -0.4842  0.7618  -0.415
H  -4.0102  -1.6921  -0.3670  0.415
H  -2.6601  -0.5933  -0.1349  0.121
H  -3.4549  -1.2828  1.2586  0.292
H  -3.4454  -4.0707  -0.7281  0.475
H  -1.6958  -5.8225  -0.8495  0.459
H  0.5528  -5.3745  0.0948  0.459
H  1.9405  -3.3594  4.8014  0.426
H  1.2959  -2.0605  6.8116  0.428
H  0.1855  0.1403  6.5337  0.467
H  -1.4478  1.2667  3.8127  0.315
H  0.1299  1.9705  3.5156  0.255
H  -0.5095  1.9319  5.1434  0.451
H  4.3147  -3.3905  0.0419  0.445
H  5.9717  -1.7992  -0.9048  0.442
H  5.5525  0.6429  -0.7581  0.453
H  3.9187  2.4637  -0.3951  0.423
H  3.2642  2.2486  1.2307  0.304
H  2.2534  1.9790  -0.1684  0.127
O  -2.4727  0.8177  -5.7701  -0.521
C  -2.3611  -0.4888  -5.2201  -0.676
C  -1.4893  -0.3932  -4.0000  0.379
C  -0.5964  -1.3955  -3.6691  -1.125
C  0.1525  -1.2580  -2.5211  -0.473
N  0.0671  -0.1993  -1.7055  0.077
C  -0.7653  0.7785  -2.0446  0.035
C  -1.5606  0.7193  -3.1708  -0.410
C  -0.8085  1.9590  -1.1418  0.148
C  -0.9289  3.2190  -1.6844  -0.567
C  -1.0451  4.3174  -0.8515  0.544
C  -1.2028  5.6891  -1.4356  -0.914
O  -2.4125  5.6608  -2.1927  -0.533
C  -1.0629  4.0865  0.5030  -1.003
C  -0.9043  2.7956  0.9582  -0.465
N  -0.7471  1.7259  0.1763  0.528
H  -3.0329  0.7899  -6.5495  0.316
H  -1.9311  -1.1989  -5.9202  0.385
H  -3.3314  -0.8747  -4.9153  0.286
H  -0.4711  -2.2693  -4.2998  0.454
H  0.8794  -2.0251  -2.2513  0.453
H  -2.2325  1.5351  -3.4178  0.682
H  -0.9442  3.3504  -2.7645  0.667
H  -0.3431  5.9024  -2.0677  0.341
H  -1.2283  6.4291  -0.6406  0.399
H  -2.5810  6.5349  -2.5518  0.326
H  -1.2058  4.8991  1.2095  0.412
H  -0.9237  2.6132  2.0134  0.275

## Properties
Net charge: +2
Gap between HOMO and LUMO, eV: 8.441
Highest occupied orbital energy, eV: -14.10
Relative energy (zero: lowest compared OMol25 entry of this formula, charge and spin), eV: 1.851
Largest force on an atom, eV/A: 6.0